Entry 1:
{"formula": "C2H5NOS", "method": "the ωB97M-V functional and the def2-TZVPD basis", "species": ["C", "C", "N", "O", "S", "H", "H", "H", "H", "H"], "xyz": [[0.44, -1.07, -0.95], [1.08, -1.06, 0.20], [-1.36, 1.60, -0.34], [-0.65, 1.50, 2.25], [-1.15, 0.85, 0.98], [-0.66, -0.84, -0.87], [1.00, -1.31, -1.85], [2.21, -1.37, 0.16], [0.64, -0.85, 1.13], [-1.54, 2.55, -0.69]], "mulliken_charge": [-0.3804, -0.4601, -0.3592, -0.4674, 0.5155, 0.1956, 0.2317, 0.1582, 0.2889, 0.2772], "e_above_lowest_kj_mol": 315.3, "lumo_ha": -0.030, "e_homo_ev": -10.33}


Entry 2:
{"formula": "C5H11NO2S", "method": "the ωB97M-V functional and the def2-TZVPD basis", "species": ["C", "C", "C", "C", "C", "N", "O", "O", "S", "H", "H", "H", "H", "H", "H", "H", "H", "H", "H", "H"], "xyz": [[-0.50, 1.18, -0.45], [0.99, 0.04, 2.43], [0.31, -1.23, -2.25], [-0.31, -0.21, 1.66], [-0.12, -0.11, 0.19], [0.48, 1.72, -1.24], [-1.55, 1.75, -0.25], [-2.07, -1.25, -0.42], [0.98, -1.19, -0.57], [1.37, 1.04, 2.25], [1.75, -0.68, 2.14], [0.81, -0.07, 3.50], [0.51, -0.31, -2.79], [-0.76, -1.39, -2.12], [0.77, -2.08, -2.75], [-0.67, -1.21, 1.90], [-1.06, 0.52, 1.96], [1.41, 1.33, -1.26], [0.33, 2.64, -1.61], [-2.67, -0.50, -0.31]], "mulliken_charge": [0.4364, -1.1569, -0.8223, -0.6706, 0.5029, -0.3665, -0.5996, -0.7155, 0.0037, 0.3306, 0.3626, 0.3650, 0.2905, 0.2910, 0.3865, 0.3240, 0.3212, 0.2074, 0.2459, 0.2636], "e_above_lowest_kj_mol": 270.4, "lumo_ha": [-0.039, -0.039], "e_homo_ev": [-8.78, -8.89]}


Entry 3:
{"formula": "C30H44BrN3P2Pd", "method": "the ωB97M-V functional and the def2-TZVPD basis", "species": ["C", "C", "C", "C", "N", "C", "C", "C", "C", "C", "C", "C", "C", "C", "Pd", "P", "H", "H", "H", "H", "H", "H", "H", "H", "C", "C", "H", "H", "H", "H", "H", "C", "C", "H", "H", "H", "H", "H", "C", "C", "H", "H", "H", "H", "H", "Br", "P", "C", "C", "H", "H", "H", "H", "H", "C", "C", "H", "H", "H", "H", "H", "C", "C", "H", "H", "H", "H", "H", "N", "C", "C", "C", "N", "C", "C", "H", "H", "H", "H", "H", "H"], "xyz": [[3.04, 5.20, -1.02], [1.87, 4.72, -1.64], [1.95, 4.25, -2.97], [3.19, 4.25, -3.60], [4.29, 4.69, -2.99], [4.24, 5.15, -1.74], [0.59, 4.69, -0.98], [-0.56, 4.36, -0.66], [-1.52, 3.69, 0.14], [-1.05, 3.34, 1.44], [-1.44, 2.10, 1.95], [-2.23, 1.38, 1.05], [-3.14, 1.91, 0.15], [-2.73, 3.16, -0.37], [-1.35, -0.41, 0.64], [0.93, -0.33, 0.24], [1.05, 3.94, -3.51], [3.02, 5.58, 0.00], [3.28, 3.89, -4.63], [5.17, 5.50, -1.29], [-3.27, 3.67, -1.17], [-0.32, 3.99, 1.95], [-4.04, 1.35, -0.14], [-1.24, 1.69, 2.94], [1.68, -2.00, 0.34], [2.96, -2.27, -0.45], [0.90, -2.72, 0.06], [1.86, -2.17, 1.41], [3.30, -3.29, -0.23], [2.81, -2.23, -1.54], [3.78, -1.61, -0.19], [1.10, 0.28, -1.49], [2.44, 0.83, -1.96], [0.33, 1.06, -1.60], [0.79, -0.56, -2.13], [2.34, 1.11, -3.02], [2.74, 1.73, -1.42], [3.25, 0.08, -1.91], [1.97, 0.80, 1.24], [3.47, 0.53, 1.32], [1.53, 0.73, 2.25], [1.78, 1.83, 0.89], [3.94, 1.28, 1.97], [3.69, -0.46, 1.76], [3.97, 0.61, 0.34], [-3.29, -0.78, 2.05], [-2.04, -1.96, -1.18], [-0.80, -2.67, -2.33], [-1.24, -3.87, -3.16], [0.07, -2.95, -1.72], [-0.47, -1.86, -2.99], [-0.41, -4.15, -3.84], [-1.47, -4.75, -2.54], [-2.11, -3.66, -3.80], [-3.16, -3.32, -0.72], [-4.47, -3.41, -1.50], [-3.36, -3.17, 0.36], [-2.59, -4.25, -0.83], [-5.12, -4.15, -1.01], [-5.01, -2.46, -1.52], [-4.33, -3.75, -2.53], [-3.01, -0.68, -2.05], [-3.33, -0.96, -3.51], [-2.44, 0.25, -1.95], [-3.92, -0.53, -1.45], [-3.83, -0.07, -3.91], [-2.43, -1.14, -4.10], [-4.02, -1.80, -3.62], [0.28, -2.12, 7.22], [0.19, -1.70, 5.94], [-0.04, -2.62, 4.89], [-0.16, -2.11, 3.59], [0.18, -0.85, 3.27], [0.42, 0.02, 4.26], [0.35, -0.33, 5.60], [0.24, -3.09, 7.47], [0.39, -1.47, 7.99], [-0.10, -3.69, 5.08], [-0.54, -2.75, 2.79], [0.71, 1.03, 3.97], [0.51, 0.43, 6.36]], "mulliken_charge": [-0.4312, 0.5784, -0.3488, -0.3601, -0.6381, -0.3194, -0.2286, -0.0245, 0.2985, -0.4799, -0.7068, -0.0380, -0.8776, -0.7897, 0.0190, 1.0358, 0.4366, 0.4532, 0.3863, 0.3522, 0.4395, 0.4653, 0.5950, 0.7391, -0.4481, -1.5218, 0.5080, 0.4088, 0.4559, 0.2567, 0.3071, 0.2100, -1.1894, 0.2209, -0.2851, 0.4708, 0.1131, 0.1840, 1.2679, -1.5847, -0.9417, 0.2986, 0.4726, 0.3152, 0.2879, -0.5021, 1.2597, -0.0958, -1.4962, -0.0169, 0.2889, 0.4680, 0.2842, 0.2605, -0.8615, -1.2796, 0.5163, 0.3968, 0.4425, 0.2507, 0.2237, -0.3321, -1.4085, 0.2128, 0.3153, 0.4625, 0.2648, 0.2086, -0.4703, 1.2028, -0.9832, -0.3196, 0.3423, -0.3452, -1.3415, 0.1856, 0.1816, 0.2750, 0.3038, 0.4460, 0.2970], "lumo_ha": [0.007, 0.007], "e_homo_ev": [-5.94, -5.94]}


Entry 4:
{"formula": "BBrH39IN2O17P", "method": "the ωB97M-V functional and the def2-TZVPD basis", "species": ["N", "P", "B", "N", "Br", "I", "H", "H", "H", "H", "H", "O", "H", "H", "O", "H", "H", "O", "H", "H", "O", "H", "H", "O", "H", "H", "O", "H", "H", "O", "H", "H", "O", "H", "H", "O", "H", "H", "O", "H", "H", "O", "H", "H", "O", "H", "H", "O", "H", "H", "O", "H", "H", "O", "H", "H", "O", "H", "H", "O", "H", "H"], "xyz": [[2.26, 1.05, 1.66], [0.97, 1.95, 1.47], [-0.90, 1.27, 1.36], [-1.91, 2.16, 1.96], [-0.91, -0.61, 2.28], [-1.37, 1.07, -0.91], [2.00, 0.07, 1.75], [0.90, 2.95, 2.44], [1.09, 2.75, 0.35], [-2.60, 2.56, 1.33], [-2.47, 1.75, 2.70], [-4.22, -0.86, 0.00], [-3.43, -0.29, -0.05], [-3.89, -1.76, -0.09], [0.85, -1.15, -3.17], [0.45, -0.63, -2.47], [1.74, -1.28, -2.82], [2.31, 0.90, -1.37], [3.10, 0.93, -0.82], [2.17, 1.81, -1.66], [-4.53, -0.24, 2.54], [-3.76, -0.69, 2.91], [-4.45, -0.46, 1.60], [5.02, 1.50, -2.94], [4.51, 1.44, -3.75], [4.94, 0.62, -2.56], [6.10, -0.93, -4.46], [6.73, -0.23, -4.22], [6.62, -1.65, -4.81], [-1.44, -3.05, 4.75], [-2.37, -3.11, 4.98], [-1.38, -2.24, 4.23], [-4.94, 3.32, 0.68], [-4.94, 4.27, 0.83], [-5.85, 3.03, 0.81], [-3.86, -3.30, 1.29], [-4.34, -2.94, 2.05], [-3.39, -4.06, 1.63], [-4.86, -3.70, 4.22], [-5.35, -3.31, 4.95], [-4.39, -4.45, 4.60], [2.27, 4.57, -0.85], [3.19, 4.31, -0.66], [2.31, 5.47, -1.18], [3.33, -3.11, -2.43], [2.86, -3.24, -3.26], [3.24, -3.96, -1.97], [-6.86, -0.52, -1.00], [-5.95, -0.63, -0.66], [-6.79, 0.26, -1.57], [5.31, 3.49, -0.56], [6.07, 3.12, -0.11], [5.31, 3.08, -1.44], [4.32, -5.60, -1.02], [4.97, -4.91, -0.88], [4.82, -6.37, -1.32], [-7.14, 1.49, 2.22], [-7.65, 1.59, 3.02], [-6.59, 0.70, 2.36], [7.68, 1.62, -4.18], [6.90, 1.79, -3.62], [8.20, 2.42, -4.21]], "mulliken_charge": [-0.8318, 0.3907, 0.6096, -0.4725, -0.3432, -0.4338, 0.2390, -0.0424, -0.1165, 0.1370, 0.2119, -0.5613, 0.0499, 0.3091, -0.6452, 0.2428, 0.3297, -0.4891, 0.2630, 0.2442, -0.5920, 0.1474, 0.4515, -0.6752, 0.3175, 0.3140, -0.5826, 0.3626, 0.2811, -0.6242, 0.2969, 0.2128, -0.5797, 0.2607, 0.3048, -0.5843, 0.2846, 0.2778, -0.5945, 0.2968, 0.2912, -0.5937, 0.3329, 0.2577, -0.6281, 0.3113, 0.3224, -0.6556, 0.4063, 0.2940, -0.6400, 0.2875, 0.3447, -0.6455, 0.3311, 0.3056, -0.5846, 0.2668, 0.3327, -0.6768, 0.3760, 0.2971], "lumo_ha": 0.073, "total_charge": -1, "e_homo_ev": -4.64}


Please write out number 4 again, unchanged.
{"formula": "BBrH39IN2O17P", "method": "the ωB97M-V functional and the def2-TZVPD basis", "species": ["N", "P", "B", "N", "Br", "I", "H", "H", "H", "H", "H", "O", "H", "H", "O", "H", "H", "O", "H", "H", "O", "H", "H", "O", "H", "H", "O", "H", "H", "O", "H", "H", "O", "H", "H", "O", "H", "H", "O", "H", "H", "O", "H", "H", "O", "H", "H", "O", "H", "H", "O", "H", "H", "O", "H", "H", "O", "H", "H", "O", "H", "H"], "xyz": [[2.26, 1.05, 1.66], [0.97, 1.95, 1.47], [-0.90, 1.27, 1.36], [-1.91, 2.16, 1.96], [-0.91, -0.61, 2.28], [-1.37, 1.07, -0.91], [2.00, 0.07, 1.75], [0.90, 2.95, 2.44], [1.09, 2.75, 0.35], [-2.60, 2.56, 1.33], [-2.47, 1.75, 2.70], [-4.22, -0.86, 0.00], [-3.43, -0.29, -0.05], [-3.89, -1.76, -0.09], [0.85, -1.15, -3.17], [0.45, -0.63, -2.47], [1.74, -1.28, -2.82], [2.31, 0.90, -1.37], [3.10, 0.93, -0.82], [2.17, 1.81, -1.66], [-4.53, -0.24, 2.54], [-3.76, -0.69, 2.91], [-4.45, -0.46, 1.60], [5.02, 1.50, -2.94], [4.51, 1.44, -3.75], [4.94, 0.62, -2.56], [6.10, -0.93, -4.46], [6.73, -0.23, -4.22], [6.62, -1.65, -4.81], [-1.44, -3.05, 4.75], [-2.37, -3.11, 4.98], [-1.38, -2.24, 4.23], [-4.94, 3.32, 0.68], [-4.94, 4.27, 0.83], [-5.85, 3.03, 0.81], [-3.86, -3.30, 1.29], [-4.34, -2.94, 2.05], [-3.39, -4.06, 1.63], [-4.86, -3.70, 4.22], [-5.35, -3.31, 4.95], [-4.39, -4.45, 4.60], [2.27, 4.57, -0.85], [3.19, 4.31, -0.66], [2.31, 5.47, -1.18], [3.33, -3.11, -2.43], [2.86, -3.24, -3.26], [3.24, -3.96, -1.97], [-6.86, -0.52, -1.00], [-5.95, -0.63, -0.66], [-6.79, 0.26, -1.57], [5.31, 3.49, -0.56], [6.07, 3.12, -0.11], [5.31, 3.08, -1.44], [4.32, -5.60, -1.02], [4.97, -4.91, -0.88], [4.82, -6.37, -1.32], [-7.14, 1.49, 2.22], [-7.65, 1.59, 3.02], [-6.59, 0.70, 2.36], [7.68, 1.62, -4.18], [6.90, 1.79, -3.62], [8.20, 2.42, -4.21]], "mulliken_charge": [-0.8318, 0.3907, 0.6096, -0.4725, -0.3432, -0.4338, 0.2390, -0.0424, -0.1165, 0.1370, 0.2119, -0.5613, 0.0499, 0.3091, -0.6452, 0.2428, 0.3297, -0.4891, 0.2630, 0.2442, -0.5920, 0.1474, 0.4515, -0.6752, 0.3175, 0.3140, -0.5826, 0.3626, 0.2811, -0.6242, 0.2969, 0.2128, -0.5797, 0.2607, 0.3048, -0.5843, 0.2846, 0.2778, -0.5945, 0.2968, 0.2912, -0.5937, 0.3329, 0.2577, -0.6281, 0.3113, 0.3224, -0.6556, 0.4063, 0.2940, -0.6400, 0.2875, 0.3447, -0.6455, 0.3311, 0.3056, -0.5846, 0.2668, 0.3327, -0.6768, 0.3760, 0.2971], "lumo_ha": 0.073, "total_charge": -1, "e_homo_ev": -4.64}